{
  "formula": "C2H2ClN2",
  "method": "wB97M-V/def2-TZVPD",
  "multiplicity": 3,
  "de_lowest_kcal_mol": 38.8,
  "total_charge": 1,
  "homo_lumo_gap_ha": [0.252, 0.364],
  "molar_mass_g_mol": 89.5,
  "homo_energy_ev": [-12.96, -19.05],
  "elements": ["C", "C", "N", "N", "Cl", "H", "H"],
  "coordinates": [[-0.21645, -0.35391, 0.49071], [-0.34955, -0.05568, 1.75677], [0.65670, -0.26121, -3.15185], [0.49290, -0.22076, -2.08575], [0.15776, 1.46514, 0.73332], [-0.11452, -0.63598, -0.54798], [-0.62684, 0.06240, 2.80478]],
  "forces_ev_per_angstrom": [[0.45, -0.20, -6.41], [0.31, 2.77, 6.95], [0.30, -0.02, -1.56], [-0.01, 0.12, 0.35], [-0.56, -1.87, 0.84], [-0.16, -0.65, 0.47], [-0.33, -0.17, -0.65]]
}

{
  "formula": "C2H2ClN2O3P",
  "method": "wB97M-V/def2-TZVPD",
  "multiplicity": 1,
  "total_charge": 0,
  "homo_lumo_gap_ha": 0.383,
  "molar_mass_g_mol": 168.5,
  "homo_energy_ev": -10.75,
  "elements": ["C", "C", "N", "N", "O", "O", "O", "P", "Cl", "H", "H"],
  "coordinates": [[-1.46193, 0.23117, 0.12026], [-0.52957, 1.41781, 0.16594], [-0.80880, -0.94029, 0.02649], [0.73642, 0.91750, -0.01904], [-2.62098, 0.25526, 0.43627], [-0.81332, 2.55820, 0.36688], [1.91521, -1.37595, 0.37470], [0.82738, -0.76201, -0.37716], [0.87301, -0.96548, -2.35201], [-1.46745, -1.74731, -0.05968], [1.49353, 1.42822, 0.61915]],
  "forces_ev_per_angstrom": [[-2.24, 0.61, 1.79], [0.37, 0.28, -0.71], [0.78, -2.40, -1.03], [2.67, 0.79, 1.54], [-0.49, 0.59, -0.58], [-0.28, 0.09, 0.31], [-0.36, -0.56, -0.49], [-0.05, 1.61, 1.62], [0.17, -0.10, -0.18], [1.27, 0.75, 0.04], [-1.83, -1.67, -2.31]]
}

{
  "formula": "C2H2ClNO",
  "method": "wB97M-V/def2-TZVPD",
  "multiplicity": 1,
  "de_lowest_kcal_mol": 165.4,
  "total_charge": 0,
  "homo_lumo_gap_ha": 0.306,
  "molar_mass_g_mol": 91.5,
  "homo_energy_ev": -9.10,
  "elements": ["C", "C", "N", "O", "Cl", "H", "H"],
  "coordinates": [[1.25597, -0.23795, 0.79825], [0.25235, 0.37674, 0.18498], [0.56384, 1.20335, -0.71087], [1.75398, 0.91359, 0.08358], [-3.13231, 0.18436, -0.23411], [1.45212, -0.53551, 1.85635], [-3.01890, 1.46614, -0.13701]],
  "forces_ev_per_angstrom": [[0.37, -2.87, 2.50], [-1.46, -0.18, 0.04], [-1.54, 1.40, -2.02], [2.47, 0.78, 0.74], [0.10, 0.32, 0.04], [0.07, 0.86, -1.27], [-0.02, -0.31, -0.03]]
}

{
  "formula": "C2H2ClNS",
  "method": "wB97M-V/def2-TZVPD",
  "multiplicity": 3,
  "de_lowest_kcal_mol": 43.9,
  "total_charge": 0,
  "homo_lumo_gap_ha": [0.290, 0.245],
  "molar_mass_g_mol": 107.6,
  "homo_energy_ev": [-7.04, -8.62],
  "elements": ["C", "C", "N", "S", "Cl", "H", "H"],
  "coordinates": [[-0.55023, -0.07364, -0.38549], [-0.48025, 0.44349, 0.85177], [0.72654, -0.41274, -0.74104], [1.80737, 0.05315, 0.58280], [-1.15759, 1.51200, 1.89862], [-1.48230, -0.22444, -1.05906], [1.13646, -1.29782, -1.14759]],
  "forces_ev_per_angstrom": [[-3.13, -0.02, 0.04], [0.13, 0.28, -0.79], [3.75, -1.25, 1.50], [-0.58, -0.65, -1.93], [-0.82, 0.06, 0.22], [1.96, 0.30, 1.03], [-1.32, 1.29, -0.07]]
}

{
  "formula": "C2H2ClP",
  "method": "wB97M-V/def2-TZVPD",
  "multiplicity": 1,
  "de_lowest_kcal_mol": 45.1,
  "total_charge": 0,
  "homo_lumo_gap_ha": [0.244, 0.260],
  "molar_mass_g_mol": 92.5,
  "homo_energy_ev": [-8.00, -8.62],
  "elements": ["C", "C", "P", "Cl", "H", "H"],
  "coordinates": [[0.43330, -0.52686, -0.13501], [-0.38500, 0.54838, 0.05660], [-2.13621, 0.71605, -0.15203], [2.07984, -0.69786, 0.36931], [-0.08840, -1.39319, -0.62878], [0.09648, 1.35349, 0.48991]],
  "forces_ev_per_angstrom": [[-2.08, -0.95, -0.85], [-0.17, -1.44, -0.30], [0.84, -0.30, -0.14], [-0.75, 0.22, -0.32], [1.34, 0.47, 0.63], [0.83, 2.00, 0.98]]
}

{
  "formula": "C2H2CoFO",
  "method": "wB97M-V/def2-TZVPD",
  "multiplicity": 4,
  "de_lowest_kcal_mol": 12.4,
  "total_charge": 1,
  "homo_lumo_gap_ha": [0.320, 0.269],
  "molar_mass_g_mol": 120.0,
  "homo_energy_ev": [-15.28, -14.99],
  "elements": ["C", "C", "O", "H", "H", "Co", "F"],
  "coordinates": [[0.00205, 0.28168, 0.46461], [-0.08612, 1.41089, -0.15974], [0.00176, -0.69289, 1.14283], [-0.08857, 1.39239, -1.25366], [0.17171, -2.80447, -0.02682], [-0.21675, 3.08520, 0.80497], [0.21592, -2.67280, -0.97217]],
  "forces_ev_per_angstrom": [[-0.21, -5.47, 3.81], [-0.08, 2.77, -1.02], [0.19, 3.60, -2.54], [0.02, 0.00, 0.23], [0.09, 0.03, -1.62], [0.07, -0.89, -0.48], [-0.09, -0.05, 1.61]]
}